The following is a DFT calculation (ωB97M-V/def2-TZVPD) of C4H3BrIN2OP in the gas phase at a distorted geometry.

```
13
Properties=species:S:1:pos:R:3:forces:R:3
O -0.122776 -2.111114 -1.656037 -0.8 -0.5 -0.2
C 0.353072 -1.175545 -1.068874 2.9 -1.9 -1.1
C -0.399275 -0.174910 -0.449147 0.4 5.5 2.0
C -1.636647 0.355601 -0.728484 0.4 -1.6 1.0
C -1.749007 1.604878 -0.070727 0.4 -0.9 -0.6
Br -3.324759 2.631517 -0.192109 0.6 0.0 0.4
N -0.631911 1.914221 0.530500 -0.9 2.6 0.6
N 0.319418 1.053256 0.336863 -4.4 -4.5 -3.7
P 1.662696 0.961373 1.288236 1.7 -0.4 1.4
I 3.415906 1.350090 -0.376470 0.1 0.3 0.0
H 1.500494 -1.114621 -1.087542 -1.2 0.4 0.5
H -2.421477 -0.285589 -1.123611 0.1 0.6 -0.4
H 1.380129 2.258166 1.746741 0.5 0.3 0.1
```
Forces are in eV/Å.

Computed properties:
HOMO energy = -9.20 eV
SMILES = O=Cc1cc(Br)nn1PI
F_max = 7.30 eV/A

Atom charges from the natural (NBO) analysis, given in e for atoms 1 to 2: -0.5007, 0.3438

***

The following is a DFT calculation (ωB97M-V/def2-TZVPD) of C3H9BO2 in the gas phase at a distorted geometry.

```
15
Properties=species:S:1:pos:R:3:forces:R:3
C 0.935508 -0.637804 -1.294890 0.0 0.2 0.5
C 0.255094 -0.265567 0.018277 -1.0 2.6 -1.3
C -0.987357 -1.123601 0.257488 0.3 0.2 0.0
O 1.193247 -0.424175 1.059255 0.1 0.0 0.2
B -0.244252 1.514888 0.004164 0.2 -0.6 -1.2
O -0.327236 1.842256 1.293544 -0.1 0.2 1.2
H 0.250236 -0.487409 -2.124475 -0.1 0.0 -0.1
H 1.256355 -1.678253 -1.276247 0.0 -0.1 0.0
H 1.812952 -0.013062 -1.446787 0.1 0.0 -0.1
H -1.741214 -0.923563 -0.501186 -0.1 0.0 -0.1
H -0.714393 -2.179571 0.211178 0.0 -0.1 0.0
H -1.412491 -0.918920 1.238640 -0.1 0.0 0.1
H 0.815680 -0.025119 1.853433 0.1 0.0 -0.1
H -0.526548 2.581913 -0.832106 0.6 -2.5 1.1
H -0.565581 2.737985 1.539711 0.0 0.1 -0.2
```
Forces are in eV/Å.

Computed properties:
HOMO energy = -9.11 eV
ΔE to the lowest compared entry with this formula, charge and spin = 1.892 eV
SMILES = CC(C)(O)BO
F_max = 3.05 eV/A

Atom charges from the natural (NBO) analysis, given in e for atoms 1 to 2: -0.6257, 0.0553